# 1
This record from the Open Molecules 2025 dataset describes a structure of composition C20H20I2N4O5W. The level of theory is ωB97M-V/def2-TZVPD.

HOMO-LUMO gap (spin up / spin down): 6.334 / 6.340 eV
E_LUMO (spin up / spin down): -0.259 / -0.253 Ha
strongest force on any atom: 1.34 eV Å⁻¹
energy relative to the best compared isomer or geometry (same formula, charge and spin): 393.0 kJ/mol
HOMO level (spin up / spin down): -13.39 / -13.22 eV
calculated total energy: -2031.29363 a.u.

Structure (ORCA input):
```
! RIJCOSX wB97M-V def2-TZVPD def2/J DEFGRID3
* xyz 2 1
W -0.08 -0.59 -0.27
O 0.72 -0.31 -1.90
C 1.84 -0.50 -2.63
C 1.94 -0.02 -3.92
C 3.13 -0.22 -4.59
C 4.20 -0.90 -3.99
C 4.07 -1.39 -2.72
C 2.87 -1.21 -2.01
C 2.67 -1.85 -0.75
N 1.58 -1.81 -0.03
C 1.57 -2.66 1.18
C 0.13 -2.80 1.62
N -0.48 -1.45 1.56
C -1.49 -1.30 2.34
C -2.26 -0.08 2.62
C -3.58 -0.24 3.05
C -4.37 0.85 3.39
C -3.86 2.14 3.34
C -2.54 2.34 2.95
C -1.81 1.23 2.61
O -0.38 1.46 2.29
H 1.10 0.50 -4.37
H 3.23 0.15 -5.61
H 5.12 -1.05 -4.54
H 4.89 -1.94 -2.26
H 3.49 -2.46 -0.38
H 2.17 -2.20 1.96
H 1.99 -3.64 0.96
H 0.06 -3.22 2.62
H -0.40 -3.45 0.93
H -1.82 -2.18 2.89
H -3.99 -1.24 3.09
H -5.39 0.69 3.71
H -4.47 2.99 3.62
H -2.11 3.33 2.92
N 1.05 1.32 0.41
C 0.00 2.16 0.99
C -1.22 2.14 0.07
O -1.74 3.17 -0.26
N -1.51 0.85 -0.20
C -2.64 0.46 -1.10
C -2.12 -0.82 -1.77
O -2.02 -0.98 -2.94
O -1.63 -1.67 -0.80
H 1.89 1.30 0.99
H 1.33 1.77 -0.47
H 0.30 3.17 1.26
H 0.03 1.89 3.06
H -2.85 1.23 -1.84
H -3.53 0.24 -0.52
I 2.63 3.37 -2.24
I 4.31 3.44 -4.29
*
```


# 2
This record from the Open Molecules 2025 dataset describes an isolated molecule of C19H21NO7S. The level of theory is ωB97M-V/def2-TZVPD.

HOMO-LUMO gap: 8.735 eV
E_LUMO: 0.017 Ha
strongest force on any atom: 1.02 eV Å⁻¹
energy relative to the best compared isomer or geometry (same formula, charge and spin): 0.0 kJ/mol
SMILES string: COc1ccc(OC(=O)c2ccc(OC)c(S(=O)(=O)N3CCOCC3)c2)cc1
HOMO level: -8.26 eV
calculated total energy: -1716.19277 a.u.

Structure (ORCA input):
```
! RIJCOSX wB97M-V def2-TZVPD def2/J DEFGRID3
* xyz 0 1
C -7.97 -0.19 -0.14
O -6.91 0.72 -0.04
C -5.63 0.24 -0.03
C -4.62 1.19 0.07
C -3.30 0.81 0.09
C -2.96 -0.54 0.01
O -1.60 -0.79 0.01
C -1.02 -1.99 0.07
O -1.60 -3.05 0.14
C 0.46 -1.86 0.05
C 1.22 -3.02 0.08
C 2.60 -2.97 0.06
C 3.25 -1.73 0.00
O 4.57 -1.53 -0.03
C 5.44 -2.65 -0.02
C 2.47 -0.57 -0.02
S 3.41 0.96 -0.09
O 4.07 1.01 -1.36
O 4.18 1.08 1.11
N 2.32 2.20 -0.08
C 1.65 2.61 -1.29
C 0.22 3.06 -0.94
O -0.28 2.34 0.17
C 0.40 2.65 1.37
C 1.91 2.85 1.14
C 1.10 -0.62 0.00
C -3.96 -1.50 -0.09
C -5.29 -1.10 -0.11
H -8.88 0.42 -0.13
H -7.99 -0.88 0.71
H -7.93 -0.76 -1.07
H -4.90 2.23 0.13
H -2.50 1.53 0.16
H 0.72 -3.98 0.12
H 3.17 -3.88 0.08
H 5.32 -3.23 0.90
H 5.28 -3.29 -0.89
H 6.44 -2.23 -0.06
H 2.20 3.42 -1.78
H 1.64 1.75 -1.96
H -0.47 2.85 -1.76
H 0.20 4.14 -0.72
H 0.21 1.81 2.04
H -0.03 3.56 1.82
H 2.15 3.92 1.07
H 2.51 2.42 1.94
H 0.51 0.28 -0.02
H -3.71 -2.54 -0.15
H -6.05 -1.87 -0.18
*
```